Entry from the OMol25 dataset: 8 unconnected molecules or ions with the total composition C34H74BN2O28P2 at a distorted geometry (the ωB97M-V functional and the def2-TZVPD basis).

Last columns: bonded neighbours and bond lengths (Å).
Positions of all 141 atoms, in Å:
1 O -0.227 2.051 -0.815  P14 1.609, H113 0.961
2 H -5.160 -8.726 -3.208  C61 1.088
3 H 1.211 -6.343 6.222  C108 1.086
4 O 1.603 -2.230 5.599  C24 1.440, C136 1.333
5 H -1.292 3.745 1.761  C32 1.088
6 H 5.359 3.260 -7.219  C49 1.089
7 C -2.392 -2.106 -0.208  H11 1.092, H97 1.097, N133 1.452, C141 1.561
8 H -2.161 -5.638 -4.517  C28 1.087
9 H -1.701 5.101 -0.327  C50 1.089
10 H -0.910 -1.117 5.297  C109 1.088
11 H -3.051 -1.393 0.293  C7 1.092
12 O -2.860 7.187 0.510  C23 1.206
13 H -4.080 -3.190 -0.377  N133 1.009
14 P -0.903 0.738 -0.176  O1 1.609, O71 1.477, C88 1.794, O96 1.593
15 C -5.213 8.307 0.274  O19 1.425, H25 1.090, H115 1.086, H135 1.087
16 C -3.543 14.039 -4.273  H55 1.088, H81 1.091, C99 1.513, H128 1.090
17 H 1.156 -1.193 3.861  C24 1.089
18 H 6.700 2.297 -6.590  C49 1.091
19 O -5.040 6.921 -0.006  C15 1.425, C23 1.340
20 H 4.133 1.153 -7.821  C92 1.090
21 H 1.104 2.089 12.354  C29 1.091
22 C -0.799 -2.139 -2.361  O34 1.397, C85 1.554, P111 1.892, C141 1.593
23 C -3.787 6.485 0.188  O12 1.206, O19 1.340, O36 1.321
24 C 1.218 -1.012 4.933  O4 1.440, H17 1.089, H26 1.088, C109 1.514
25 H -5.093 8.497 1.340  C15 1.090
26 H 2.039 -0.320 5.112  C24 1.088
27 H 5.294 -3.392 -2.419  C140 1.088
28 C -1.287 -6.173 -4.157  H8 1.087, H33 1.085, O41 1.443, H52 1.085
29 C 2.130 1.733 12.457  H21 1.091, C76 1.513, H80 1.090, H84 1.088
30 H -2.576 3.572 -0.335  C50 1.086
31 O 1.103 -3.983 -2.599  H72 0.961, P111 1.644
32 C -2.207 4.320 1.633  H5 1.088, C50 1.509, H62 1.091, H79 1.090
33 H -1.068 -5.870 -3.138  C28 1.085
34 O -1.366 -2.950 -3.346  C22 1.397, B37 1.492
35 O 4.924 -6.941 -1.009  C95 1.433, C126 1.334
36 O -3.760 5.185 -0.043  C23 1.321, C50 1.445
37 B -2.814 -2.671 -3.577  O34 1.492, H46 1.237, O94 1.517, H114 1.231
38 O -2.987 -7.484 -2.563  C53 1.203
39 H -2.997 0.346 -1.069  C88 1.089
40 H 0.226 -0.641 0.969  O96 0.962
41 O -1.486 -7.600 -4.247  C28 1.443, C53 1.322
42 C -2.593 11.170 -0.055  H44 1.087, O100 1.433, H105 1.085, H110 1.088
43 H -1.819 0.555 -2.353  C88 1.090
44 H -1.539 11.378 0.109  C42 1.087
45 C -2.779 12.960 -1.529  O68 1.334, O100 1.331, O138 1.203
46 H -3.014 -2.049 -4.628  B37 1.237
47 H 5.248 -8.605 0.063  C95 1.088
48 O -2.526 -9.400 -3.670  C53 1.344, C132 1.431
49 C 5.892 2.317 -7.323  H6 1.089, H18 1.091, H56 1.090, C92 1.514
50 C -2.488 4.532 0.166  H9 1.089, H30 1.086, C32 1.509, O36 1.445
51 O 4.558 -5.330 -2.390  C126 1.328, C140 1.433
52 H -0.434 -5.941 -4.786  C28 1.085
53 C -2.389 -8.088 -3.414  O38 1.203, O41 1.322, O48 1.344
54 H 6.694 -7.574 1.796  C106 1.090
55 H -3.003 13.100 -4.377  C16 1.088
56 H 6.326 2.274 -8.323  C49 1.090
57 H 3.159 -0.111 12.937  C76 1.090
58 O 3.129 -0.463 10.480  C78 1.204
59 H 1.643 0.131 13.809  C76 1.088
60 H 5.500 0.203 -7.235  C92 1.088
61 C -4.918 -9.779 -3.334  H2 1.088, H127 1.091, C132 1.514, H137 1.091
62 H -2.107 5.270 2.160  C32 1.091
63 H 4.175 -3.840 -3.716  C140 1.086
64 H 1.018 -1.619 -3.385  C85 1.095
65 N -0.370 -4.485 -0.595  H67 1.015, P111 1.702, H120 1.009
66 O 6.672 -5.665 -1.666  C126 1.205
67 H -1.030 -5.000 -1.169  N65 1.015
68 O -3.557 14.002 -1.826  C45 1.334, C99 1.436
69 O 2.992 2.746 -6.284  C103 1.204
70 O 1.400 -0.542 11.934  C76 1.435, C78 1.335
71 O -1.589 1.084 1.086  P14 1.477
72 H 1.529 -4.774 -2.257  O31 0.961
73 H 1.820 2.365 -2.790  C102 1.085
74 H -0.809 -1.277 -6.050  O131 0.956
75 O 0.037 -3.349 4.410  C136 1.200
76 C 2.143 0.272 12.852  C29 1.513, H57 1.090, H59 1.088, O70 1.435
77 H 2.456 3.711 -3.773  C102 1.089
78 C 2.017 -0.810 10.781  O58 1.204, O70 1.335, O83 1.328
79 H -3.023 3.764 2.094  C32 1.090
80 H 2.632 2.330 13.219  C29 1.090
81 H -4.612 13.822 -4.285  C16 1.091
82 H -0.354 -5.519 6.013  C108 1.089
83 O 1.191 -1.529 10.029  C78 1.328, C104 1.435
84 H 2.641 1.886 11.509  C29 1.088
85 C 0.123 -1.090 -3.042  C22 1.554, H64 1.095, H89 1.090, C125 1.522
86 H -2.832 -3.893 -1.083  N133 1.012
87 H 6.660 -6.032 0.932  C106 1.089
88 C -2.007 0.044 -1.409  P14 1.794, H39 1.089, H43 1.090, C141 1.556
89 H 0.479 -0.328 -2.349  C85 1.090
90 O 3.116 1.799 -4.238  C102 1.430, C103 1.329
91 H 0.003 -0.288 6.558  C109 1.091
92 C 4.962 1.141 -7.113  H20 1.090, C49 1.514, H60 1.088, O119 1.433
93 O 1.361 -4.348 5.941  C108 1.431, C136 1.336
94 O -3.138 -1.736 -2.427  B37 1.517, C141 1.388
95 C 5.795 -7.687 -0.149  O35 1.433, H47 1.088, C106 1.513, H123 1.090
96 O 0.351 -0.196 0.125  P14 1.593, H40 0.962
97 H -1.503 -2.169 0.431  C7 1.097
98 H 1.208 2.621 -4.429  C102 1.087
99 C -3.165 14.746 -2.990  C16 1.513, O68 1.436, H107 1.088, H117 1.090
100 O -3.293 12.352 -0.462  C42 1.433, C45 1.331
101 H 2.661 -2.354 8.796  C104 1.087
102 C 2.087 2.686 -3.792  H73 1.085, H77 1.089, O90 1.430, H98 1.087
103 C 3.470 1.957 -5.509  O69 1.204, O90 1.329, O119 1.334
104 C 1.698 -1.854 8.726  O83 1.435, H101 1.087, H134 1.084, H139 1.087
105 H -3.051 10.848 0.874  C42 1.085
106 C 6.101 -6.944 1.133  H54 1.090, H87 1.089, C95 1.513, H122 1.090
107 H -3.698 15.690 -2.902  C99 1.088
108 C 0.677 -5.576 5.669  H3 1.086, H82 1.089, O93 1.431, H130 1.087
109 C -0.074 -0.444 5.481  H10 1.088, C24 1.514, H91 1.091, H129 1.090
110 H -2.702 10.388 -0.804  C42 1.088
111 P 0.415 -3.174 -1.343  C22 1.892, O31 1.644, N65 1.702
112 H -3.278 -11.128 -2.983  C132 1.089
113 H 0.616 2.204 -0.379  O1 0.961
114 H -3.447 -3.720 -3.456  B37 1.231
115 H -6.224 8.562 -0.028  C15 1.086
116 H -1.596 -0.499 -4.232  C125 1.087
117 H -2.095 14.951 -2.945  C99 1.090
118 H -0.175 0.533 -4.431  C125 1.100
119 O 4.448 1.090 -5.777  C92 1.433, C103 1.334
120 H -0.782 -4.253 0.296  N65 1.009
121 H 5.854 -4.427 -3.757  C140 1.088
122 H 5.176 -6.672 1.643  C106 1.090
123 H 6.704 -7.949 -0.690  C95 1.090
124 H -3.368 -9.800 -1.823  C132 1.090
125 C -0.511 -0.506 -4.297  C85 1.522, H116 1.087, H118 1.100, O131 1.427
126 C 5.500 -5.946 -1.684  O35 1.334, O51 1.328, O66 1.205
127 H -5.631 -10.368 -2.755  C61 1.091
128 H -3.305 14.670 -5.129  C16 1.090
129 H -0.299 0.510 5.004  C109 1.090
130 H 0.697 -5.801 4.605  C108 1.087
131 O -0.076 -1.247 -5.437  H74 0.956, C125 1.427
132 C -3.506 -10.069 -2.870  O48 1.431, C61 1.514, H112 1.089, H124 1.090
133 N -3.095 -3.375 -0.255  C7 1.452, H13 1.009, H86 1.012
134 H 0.973 -2.520 8.272  C104 1.084
135 H -4.500 8.905 -0.288  C15 1.087
136 C 0.909 -3.308 5.233  O4 1.333, O75 1.200, O93 1.336
137 H -5.030 -10.033 -4.389  C61 1.091
138 O -1.782 12.630 -2.117  C45 1.203
139 H 1.794 -0.954 8.125  C104 1.087
140 C 5.012 -4.180 -3.114  H27 1.088, O51 1.433, H63 1.086, H121 1.088
141 C -2.046 -1.499 -1.605  C7 1.561, C22 1.593, C88 1.556, O94 1.388

**Strongest force on any atom**: 1.6 eV/Å
**HOMO level**: -4.547 eV
**Frontier orbital gap**: 6.442 eV
**Net charge**: -1